Entry 1:
Entry from the OMol25 dataset: a structure of composition C32H41AsN4ORuS (wB97M-V/def2-TZVPD).

net charge = +3
orbital gap (spin up / spin down) = 0.227 / 0.216 hartree
expectation value of S² = 0.7555
relative energy (zero: lowest compared OMol25 entry of this formula, charge and spin) = 24.02 kcal/mol
multiplicity = 2

Positions of all 81 atoms, in Å:
Ru 0.3957 -0.6085 0.7860
N 0.8398 -2.6470 0.5318
C 2.0888 -2.9653 1.2743
C 1.8634 -2.5593 2.6949
N 1.4388 -1.1317 2.7484
C 2.5766 -0.1714 2.7886
C 2.0371 1.2374 2.6244
N 1.2285 1.2892 1.3676
C 0.5251 -0.9799 3.9280
C -0.8876 -1.1360 3.4335
N -1.0007 -0.1338 2.3491
H 0.0741 -3.2450 0.8343
H 1.0189 -2.8834 -0.4383
H 2.8943 -2.4059 0.7977
H 2.3447 -4.0240 1.2049
H 2.7312 -2.7493 3.3305
H 1.0423 -3.1535 3.1004
H 3.2351 -0.4076 1.9509
H 3.1729 -0.2689 3.7014
H 2.8567 1.9552 2.5874
H 1.4084 1.5498 3.4527
H 1.8448 1.6112 0.6219
H 0.5156 2.0118 1.4356
H 0.6742 -0.0064 4.3853
H 0.7549 -1.7117 4.7043
H -1.6190 -1.0268 4.2357
H -1.0413 -2.1145 2.9756
H -0.9446 0.7912 2.7651
H -1.8955 -0.2210 1.8678
C 4.5767 -3.5180 -3.2147
C 5.1141 -2.3016 -2.8266
C 4.3177 -1.3418 -2.2123
C 2.9750 -1.6094 -1.9772
C 2.4315 -2.8336 -2.3865
C 3.2290 -3.7836 -3.0037
As 1.7962 -0.3085 -1.1959
C 0.6912 0.1841 -2.7104
C -0.3550 -0.5133 -3.2776
C -0.9802 0.0140 -4.4031
C -0.5828 1.2387 -4.9357
C 0.4526 1.9470 -4.3550
C 1.1088 1.4225 -3.2340
C 2.2222 2.0562 -2.5310
C 2.8437 3.2496 -2.9085
C 3.9204 3.7377 -2.1833
C 4.3936 3.0439 -1.0765
C 3.7925 1.8501 -0.6826
C 2.7142 1.3662 -1.4042
H 5.2022 -4.2563 -3.6983
H 6.1597 -2.0911 -3.0086
H 4.7594 -0.3966 -1.9254
H 1.3665 -3.0357 -2.3159
H 2.7993 -4.7191 -3.3367
H -0.6942 -1.4639 -2.8855
H -1.7859 -0.5347 -4.8740
H -1.0943 1.6300 -5.8045
H 0.7501 2.9033 -4.7638
H 2.4917 3.7915 -3.7761
H 4.4015 4.6584 -2.4838
H 5.2456 3.4224 -0.5269
H 4.2090 1.3109 0.1632
C -7.7091 0.8972 -1.5316
C -6.4039 0.1802 -1.3367
C -5.3425 0.7818 -0.6678
C -4.1380 0.1160 -0.4854
C -4.0085 -1.1743 -0.9778
C -5.0407 -1.7938 -1.6796
C -6.2309 -1.1123 -1.8402
S -2.4992 -2.0538 -0.7787
C -2.9583 -3.2205 0.4844
O -1.5492 -1.0609 -0.0701
H -7.6482 1.9334 -1.2068
H -8.4992 0.4067 -0.9610
H -8.0032 0.8816 -2.5807
H -5.4549 1.7898 -0.2888
H -3.3068 0.6067 0.0002
H -4.9269 -2.7874 -2.0990
H -7.0426 -1.5871 -2.3771
H -3.2417 -2.6730 1.3841
H -2.1253 -3.9017 0.6600
H -3.8112 -3.7917 0.1162

=====

Entry 2:
Entry from the OMol25 dataset: a cluster of 6 separate species, C32H41BFNO4SSi2 in total (wB97M-V/def2-TZVPD).

structure (SMILES) = CN(C)B(O)[SiH2]O[SiH2]S(=O)(=O)F.c1ccccc1.c1ccccc1.c1ccccc1.c1ccccc1.c1ccccc1
orbital gap = 0.333 hartree
relative energy (zero: lowest compared OMol25 entry of this formula, charge and spin) = 0.00 kcal/mol

Positions of all 83 atoms, in Å:
C -0.1256 -4.3163 -1.7383
N -0.3733 -2.8647 -1.7161
C -0.1172 -2.2243 -3.0034
B -1.5857 -2.4463 -1.0711
O -1.6707 -2.6171 0.2871
Si -3.2324 -1.7818 -2.0917
O -4.5690 -2.5550 -1.4129
Si -5.9848 -3.0072 -2.0530
S -5.6915 -4.1883 -3.9385
O -6.5292 -5.3431 -3.8654
O -5.6818 -3.3463 -5.0912
F -4.1968 -4.7352 -3.8026
H 0.5932 -4.6103 -0.9708
H -1.0367 -4.9006 -1.5785
H 0.2761 -4.6039 -2.7105
H 0.9433 -2.3191 -3.2527
H -0.3633 -1.1616 -2.9638
H -0.6714 -2.6920 -3.8297
H -2.3979 -2.1369 0.6832
H -3.2148 -2.0827 -3.5411
H -3.4701 -0.3212 -1.9647
H -6.8143 -1.8827 -2.5097
H -6.6869 -3.9452 -1.1751
C -0.0588 -0.8782 3.0342
C 0.6715 -0.8237 1.8547
C 1.7521 0.0426 1.7522
C 2.0981 0.8556 2.8231
C 1.3625 0.8047 3.9997
C 0.2843 -0.0636 4.1048
H -0.8937 -1.5632 3.1189
H 0.4014 -1.4611 1.0233
H 2.3252 0.0834 0.8343
H 2.9420 1.5291 2.7422
H 1.6281 1.4401 4.8355
H -0.2851 -0.1059 5.0249
C 0.1668 4.3523 6.8390
C -0.5289 3.4578 6.0368
C -1.2676 2.4350 6.6166
C -1.3043 2.3017 7.9985
C -0.6037 3.1930 8.8004
C 0.1294 4.2196 8.2206
H 0.7389 5.1527 6.3874
H -0.4948 3.5547 4.9586
H -1.8138 1.7406 5.9908
H -1.8808 1.5045 8.4504
H -0.6311 3.0890 9.8775
H 0.6732 4.9162 8.8457
C -3.9442 7.0471 5.6143
C -4.9125 7.5813 6.4538
C -5.1238 7.0261 7.7082
C -4.3679 5.9372 8.1214
C -3.4014 5.3994 7.2820
C -3.1905 5.9573 6.0281
H -3.7766 7.4818 4.6369
H -5.5019 8.4299 6.1304
H -5.8776 7.4426 8.3644
H -4.5322 5.5059 9.1010
H -2.8133 4.5496 7.6022
H -2.4357 5.5394 5.3746
C 4.0508 0.5289 -4.7728
C 2.8948 -0.2185 -4.5918
C 2.1732 -0.6585 -5.6937
C 2.6033 -0.3465 -6.9759
C 3.7574 0.4044 -7.1566
C 4.4820 0.8398 -6.0555
H 4.6164 0.8683 -3.9144
H 2.5575 -0.4584 -3.5910
H 1.2729 -1.2438 -5.5533
H 2.0387 -0.6895 -7.8337
H 4.0922 0.6509 -8.1563
H 5.3824 1.4236 -6.1969
C 5.7661 -3.9645 -5.5267
C 6.2977 -5.0439 -6.2193
C 6.1290 -5.1369 -7.5937
C 5.4266 -4.1504 -8.2725
C 4.8915 -3.0743 -7.5780
C 5.0612 -2.9775 -6.2029
H 5.9027 -3.8913 -4.4548
H 6.8444 -5.8124 -5.6875
H 6.5445 -5.9771 -8.1354
H 5.2956 -4.2213 -9.3450
H 4.3414 -2.3071 -8.1062
H 4.6450 -2.1367 -5.6629

=====

Entry 3:
Entry from the OMol25 dataset: a structure of composition C32H41CuN3P2 (wB97M-V/def2-TZVPD).

net charge = +2
orbital gap (spin up / spin down) = 0.333 / 0.254 hartree
expectation value of S² = 0.7554
relative energy (zero: lowest compared OMol25 entry of this formula, charge and spin) = 0.00 kcal/mol
multiplicity = 2

Positions of all 79 atoms, in Å:
Cu -0.8181 0.0915 0.2165
C -2.3063 0.8760 2.8316
C -1.6279 2.1034 2.1805
N -1.6914 2.0192 0.7249
C -3.0422 2.1411 0.1687
C -3.2189 1.1767 -1.0129
N -2.5947 -0.1267 -0.7775
C -3.3686 -1.1339 -0.0513
C -3.5127 -0.7758 1.4268
N -2.2310 -0.3053 1.9679
H -3.3488 1.1021 3.0667
H -1.8071 0.6855 3.7815
H -0.5678 2.1167 2.4426
H -2.0914 3.0161 2.5763
H -1.0854 2.7298 0.3252
H -3.2606 3.1550 -0.1818
H -3.7623 1.9158 0.9487
H -2.7219 1.6012 -1.8899
H -4.2854 1.0651 -1.2409
H -2.3756 -0.5258 -1.6907
H -2.8251 -2.0779 -0.1481
H -4.3628 -1.2655 -0.4948
H -3.8736 -1.6551 1.9668
H -4.2674 0.0019 1.5359
H -1.7822 -1.0646 2.4701
C 1.3554 -2.4265 1.0798
P 0.8480 -0.7571 1.6387
C 0.5637 -0.9655 3.4257
C 0.2959 -2.2004 4.0151
C 0.2142 -2.3045 5.3933
C 0.3569 -1.1827 6.1939
C 0.5642 0.0587 5.6096
C 0.6700 0.1675 4.2369
C 2.3947 0.1985 1.6075
C 3.3696 0.0648 2.5942
C 4.5453 0.7859 2.4873
C 4.7662 1.6173 1.4008
C 3.7973 1.7562 0.4213
C 2.6087 1.0624 0.5405
H 2.2066 -2.7672 1.6740
H 1.6364 -2.3852 0.0285
H 0.5281 -3.1271 1.1866
H 0.1778 -3.0889 3.4119
H 0.0476 -3.2697 5.8446
H 0.3047 -1.2735 7.2669
H 0.6545 0.9383 6.2268
H 0.8757 1.1300 3.7887
H 3.2157 -0.5932 3.4385
H 5.2986 0.6962 3.2551
H 5.6901 2.1676 1.3218
H 3.9678 2.4021 -0.4245
H 1.8190 1.1706 -0.1968
C 0.5703 2.2028 -2.4049
P 0.2863 0.4223 -2.0614
C -0.9688 -0.0255 -3.3098
C -1.2899 -1.3849 -3.3850
C -2.2615 -1.8263 -4.2622
C -2.9351 -0.9128 -5.0624
C -2.6153 0.4330 -4.9986
C -1.6430 0.8844 -4.1215
C 1.7902 -0.3033 -2.8203
C 1.9175 -0.2138 -4.2077
C 3.0776 -0.6477 -4.8193
C 4.1034 -1.1958 -4.0655
C 3.9709 -1.3036 -2.6903
C 2.8177 -0.8558 -2.0681
H 0.7640 2.3279 -3.4713
H 1.4379 2.5555 -1.8518
H -0.2999 2.7901 -2.1141
H -0.7508 -2.0847 -2.7572
H -2.4923 -2.8774 -4.3224
H -3.6958 -1.2531 -5.7432
H -3.1200 1.1393 -5.6381
H -1.4053 1.9370 -4.0971
H 1.1160 0.1988 -4.8038
H 3.1792 -0.5526 -5.8899
H 5.0021 -1.5411 -4.5512
H 4.7657 -1.7322 -2.0993
H 2.7353 -0.9216 -0.9932

=====

Entry 4:
Entry from the OMol25 dataset: a cluster of 7 separate species, C32H41F13NO20 in total (wB97M-V/def2-TZVPD).

net charge = +1
orbital gap = 0.314 hartree

Positions of all 107 atoms, in Å:
C 2.8726 4.5983 -0.9996
C 3.6310 3.1627 -1.3930
O 3.4771 2.1566 -0.3197
C 2.1805 1.4801 -0.5575
C 1.5366 1.1831 0.9353
N 0.0996 0.7037 0.6740
C 0.1412 -0.5674 -0.1537
C -1.1191 -0.6860 -1.2408
C -1.0615 0.4380 -2.4338
C -2.2190 0.2737 -3.5817
F -1.7521 0.6342 -4.9700
F -2.5129 -1.2066 -3.6605
C -3.6692 0.9750 -3.1933
F -4.1789 0.2555 -2.0080
F -4.5941 0.5959 -4.3275
C -3.6317 2.6034 -3.0849
F -4.5883 3.1052 -4.1444
F -2.2929 3.1406 -3.5358
C -4.1659 3.2489 -1.6829
F -4.3401 4.7264 -1.9556
F -5.5565 2.7647 -1.3785
C -3.1534 3.1507 -0.4053
F -1.7486 3.6237 -0.6998
F -2.9992 1.7985 0.1855
C -3.6400 4.1274 0.8639
F -3.2849 5.5599 0.6563
F -5.0405 3.8932 1.2803
F -2.7868 3.6732 2.0258
C 1.6118 -0.8816 -0.8376
O 2.2711 0.2950 -1.4255
H 3.4261 5.0543 -0.0612
H 1.7197 4.3789 -0.7883
H 2.9888 5.3097 -1.9460
H 3.1704 2.6939 -2.3886
H 4.8002 3.3568 -1.4913
H 1.4119 2.2206 -1.0922
H 2.1624 0.4388 1.5900
H 1.4280 2.2103 1.5217
H -0.3765 0.4845 1.5887
H -0.3738 1.4567 0.1273
H -0.0465 -1.4609 0.6155
H -1.0698 -1.8107 -1.6344
H -2.1121 -0.5528 -0.6124
H -1.0484 1.5010 -1.9455
H -0.0061 0.3159 -2.9779
H 2.2734 -1.3990 0.0101
H 1.4292 -1.7415 -1.6451
C -0.1183 -5.7597 2.0208
C -1.1098 -5.6647 0.9068
O -0.9907 -4.3213 0.4788
C 0.2534 -3.8964 0.8466
O 0.7555 -2.8441 0.4885
O 0.8621 -4.8026 1.6661
H 0.3241 -6.7565 2.1007
H -0.5489 -5.4825 2.9887
H -0.8625 -6.3260 0.0696
H -2.1298 -5.8773 1.2384
C 0.5997 -7.4344 6.6246
C 0.0156 -6.2212 7.2725
O -0.6437 -5.5675 6.2046
C -0.9186 -6.5196 5.2657
O -1.6294 -6.3404 4.2908
O -0.2955 -7.6978 5.5605
H 0.6517 -8.2869 7.3074
H 1.5962 -7.2486 6.2104
H -0.7215 -6.4723 8.0425
H 0.7806 -5.5741 7.7103
C 1.3984 9.1431 -3.5510
C 0.5095 8.0264 -3.1085
O 1.4225 7.0087 -2.7439
C 2.6030 7.6242 -2.4416
O 3.5581 7.0670 -1.9269
O 2.5746 8.9439 -2.7896
H 0.9657 10.1261 -3.3458
H 1.6510 9.0802 -4.6146
H -0.0918 8.2926 -2.2327
H -0.1559 7.6833 -3.9055
C 8.3997 0.6975 -1.4916
C 7.8156 1.9108 -0.8438
O 7.1563 2.5644 -1.9116
C 6.8814 1.6124 -2.8506
O 6.1706 1.7915 -3.8254
O 7.5045 0.4341 -2.5557
H 8.4517 -0.1550 -0.8088
H 9.3962 0.8833 -1.9058
H 7.0785 1.6597 -0.0737
H 8.5806 2.5578 -0.4059
C -8.3313 2.3917 0.8201
C -8.0764 3.7941 0.3715
O -9.3494 4.4039 0.4703
C -10.0653 3.6827 1.3819
O -11.1438 4.0250 1.8372
O -9.4165 2.5296 1.7181
H -7.4658 1.9515 1.3228
H -8.6353 1.7377 -0.0039
H -7.3788 4.3232 1.0293
H -7.7023 3.8412 -0.6548
C 3.4814 -10.0585 1.4153
C 3.7363 -8.6561 0.9667
O 2.4632 -8.0463 1.0654
C 1.7474 -8.7675 1.9771
O 0.6689 -8.4252 2.4324
O 2.3962 -9.9206 2.3132
H 4.3469 -10.4987 1.9179
H 3.1774 -10.7125 0.5913
H 4.4339 -8.1270 1.6245
H 4.1104 -8.6090 -0.0597

=====

Entry 5:
Entry from the OMol25 dataset: a structure of composition C32H41FIrN5O4PS4 (wB97M-V/def2-TZVPD).

orbital gap (spin up / spin down) = 0.226 / 0.224 hartree
expectation value of S² = 0.7595
relative energy (zero: lowest compared OMol25 entry of this formula, charge and spin) = 0.00 kcal/mol
multiplicity = 2

Positions of all 89 atoms, in Å:
Ir 0.6909 -0.2709 0.8290
O 6.5977 -3.1656 2.8014
C 5.5481 -2.6876 2.4820
S 4.4064 -3.4649 1.3579
C 3.1975 -2.2035 1.4268
C 3.4460 -1.1483 2.1950
S 2.3366 0.1850 2.3643
S 4.9611 -1.1111 3.0691
S 1.7394 -2.3455 0.4858
C -6.5247 -1.8342 2.1976
C -5.7943 -1.7747 3.5353
C -6.0199 -3.0636 4.3090
C -5.2265 -3.0641 5.6054
C -3.7660 -2.9337 5.2766
C -2.7932 -3.5306 6.0420
C -1.4494 -3.4114 5.6908
F -0.5367 -4.0085 6.4748
C -1.0508 -2.7224 4.5845
C -2.0293 -2.1077 3.7911
C -1.6225 -1.3824 2.5952
O -0.4633 -1.5374 2.1446
C -2.6187 -0.5706 1.9906
C -3.9174 -0.7157 2.3847
N -4.3350 -1.5617 3.3391
C -3.3840 -2.2058 4.1321
C -2.3190 0.4483 0.9224
O -3.2383 0.9079 0.2669
O -1.0885 0.8388 0.8406
H -7.5442 -2.1793 2.3672
H -6.0293 -2.5393 1.5284
H -6.5827 -0.8691 1.6987
H -6.1804 -0.9361 4.1235
H -5.7028 -3.9076 3.6890
H -7.0864 -3.1712 4.5041
H -5.3983 -3.9810 6.1687
H -5.5470 -2.2275 6.2342
H -3.0613 -4.0947 6.9263
H -0.0089 -2.6411 4.3061
H -4.6646 -0.1189 1.8816
N 1.5213 0.7865 -0.4516
P 1.7184 1.0756 -1.9772
N 3.2758 1.0779 -2.5620
C 3.9599 -0.1933 -2.8583
C 4.5797 -0.8156 -1.6131
C 5.5494 0.1555 -0.9481
C 4.8460 1.4784 -0.6542
C 4.2097 2.0335 -1.9280
N 0.9598 -0.0326 -2.9643
C 0.9190 0.1989 -4.4111
C -0.4222 0.7833 -4.8539
C -1.5716 -0.1106 -4.3925
C -1.4984 -0.3177 -2.8817
C -0.1362 -0.8866 -2.5084
N 1.2456 2.6358 -2.2557
C 1.6231 3.4371 -3.4171
C 1.8695 4.8834 -2.9962
C 0.6328 5.4467 -2.2991
C 0.2565 4.5636 -1.1109
C 0.0427 3.1285 -1.5717
H 4.7407 0.0331 -3.5930
H 3.2457 -0.8764 -3.3137
H 5.0812 -1.7499 -1.8748
H 3.7660 -1.0439 -0.9243
H 6.3987 0.3376 -1.6180
H 5.9457 -0.2759 -0.0259
H 5.5530 2.2113 -0.2588
H 4.0572 1.3230 0.0868
H 4.9918 2.2548 -2.6631
H 3.6699 2.9534 -1.7126
H 1.0751 -0.7638 -4.9133
H 1.7449 0.8558 -4.6836
H -0.4280 0.8942 -5.9408
H -0.5442 1.7749 -4.4100
H -1.4937 -1.0811 -4.8955
H -2.5311 0.3280 -4.6720
H -2.2895 -0.9897 -2.5424
H -1.6388 0.6334 -2.3589
H -0.0028 -1.8765 -2.9609
H -0.0570 -1.0114 -1.4285
H 0.8149 3.4263 -4.1618
H 2.5109 3.0061 -3.8760
H 2.1212 5.4760 -3.8789
H 2.7207 4.9213 -2.3110
H -0.2006 5.4681 -3.0102
H 0.8118 6.4735 -1.9746
H -0.6548 4.9290 -0.6335
H 1.0596 4.5789 -0.3691
H -0.8138 3.0946 -2.2611
H -0.1758 2.4751 -0.7277

=====

no.,maximum force (eV/Å)
1,2.07
2,0.95
3,0.92
4,5.74
5,1.75